1.
Density functional theory data (the ωB97M-V functional and the def2-TZVPD basis) for a 2-piece molecular cluster, C21H31N5O3 overall at a distorted geometry.

Multiplicity: 1
E_HOMO: -9.7 eV
SMILES string: c1cc(-c2noc(C3CCCCC3)n2)ccn1.CNC(=O)[C@@H](NC(C)=O)C(C)C
DFT total energy: -35874.0423 eV
Energy relative to the best compared isomer or geometry (same formula, charge and spin): 131.1 kJ/mol
Total charge: 0

Geometry (Å):
C 1.6405 -9.0087 -1.6201
C 1.3117 -7.6582 -1.4862
C 1.7304 -6.9394 -0.3592
C 1.3799 -5.5201 -0.1775
N 1.6615 -4.8444 0.9067
O 1.1369 -3.5596 0.6695
C 0.5854 -3.6116 -0.5739
C -0.0980 -2.4398 -1.2235
C 0.8970 -1.2740 -1.3695
C 0.2139 -0.0250 -1.9309
C -0.9863 0.3756 -1.0707
C -1.9896 -0.7739 -0.9542
C -1.3169 -2.0236 -0.3809
N 0.7067 -4.7809 -1.1332
C 2.4855 -7.6448 0.5880
C 2.7775 -8.9957 0.3869
N 2.3602 -9.6680 -0.6978
H 1.3041 -9.5448 -2.5020
H 0.7261 -7.1751 -2.2624
H -0.4400 -2.7416 -2.2185
H 1.3308 -1.0308 -0.3931
H 1.7170 -1.5700 -2.0325
H -0.1189 -0.2179 -2.9560
H 0.9305 0.8017 -1.9639
H -1.4734 1.2479 -1.5148
H -0.6441 0.6579 -0.0714
H -2.8164 -0.4724 -0.3033
H -2.4066 -0.9995 -1.9411
H -1.0026 -1.8161 0.6482
H -2.0401 -2.8452 -0.3477
H 2.8485 -7.1567 1.4873
H 3.3612 -9.5224 1.1353
C -3.6850 3.2673 -0.7652
N -2.6319 3.5363 0.2115
C -1.4243 4.0284 -0.0921
O -1.0665 4.2537 -1.2466
C -0.4917 4.3526 1.0775
N 0.8602 3.8320 0.8059
C 1.2722 2.6189 1.1707
C 2.6386 2.1891 0.6897
O 0.5999 1.8656 1.8624
C -0.4686 5.8693 1.3627
C -1.8659 6.4215 1.6818
C 0.4354 6.1928 2.5604
H -4.5061 2.7243 -0.2950
H -4.0607 4.2098 -1.1674
H -3.2865 2.6734 -1.5896
H -2.8299 3.3508 1.1822
H -0.8828 3.8578 1.9666
H 1.4547 4.3738 0.1991
H 3.3935 2.8454 1.1180
H 2.6731 2.2368 -0.3972
H 2.8193 1.1653 1.0145
H -0.0806 6.3934 0.4881
H -1.7931 7.4800 1.9330
H -2.5189 6.3291 0.8139
H -2.3011 5.8846 2.5253
H 1.4638 5.9027 2.3482
H 0.0891 5.6579 3.4452
H 0.4210 7.2644 2.7587

Force components x, y, z for each atom (eV/Å):
0.4 0.6 1.0
-0.1 0.2 0.0
0.3 -0.9 0.0
-0.1 0.7 0.2
-0.2 0.0 -0.3
-0.3 -0.5 -1.2
0.1 -0.8 -0.4
0.3 0.3 0.9
0.0 0.2 -0.2
-0.1 0.0 0.3
-0.1 -0.1 -0.3
0.3 0.1 0.1
-0.3 0.1 -0.1
0.1 0.1 0.5
0.0 0.0 0.0
-0.6 0.7 -0.8
0.0 0.0 -0.1
0.1 -0.2 0.2
0.1 0.0 0.2
0.2 -0.2 0.2
-0.1 -0.1 0.0
0.0 -0.1 0.1
0.0 0.0 0.0
0.0 -0.1 -0.1
0.1 0.0 0.1
0.0 0.0 0.0
0.0 -0.1 -0.1
0.0 0.0 0.0
0.0 -0.1 -0.1
0.1 0.0 0.1
-0.1 0.0 -0.1
-0.1 -0.2 -0.2
0.4 0.2 0.0
-0.7 -0.4 0.6
0.7 0.4 -1.2
-0.2 -0.1 0.5
0.2 -0.1 0.1
-0.9 1.4 -0.2
0.1 -1.5 0.6
-0.1 0.1 0.0
-0.3 0.1 0.0
0.0 0.2 0.6
0.2 -0.2 -0.6
0.1 -0.2 -0.5
0.2 0.1 0.1
-0.1 -0.1 -0.1
0.0 0.1 0.1
0.0 0.0 -0.1
0.3 -0.2 0.1
-0.2 0.0 -0.1
0.2 0.0 -0.1
0.2 0.1 -0.1
-0.1 0.1 0.0
0.0 -0.1 -0.2
0.0 -0.1 0.0
-0.2 0.0 0.1
-0.1 0.0 0.1
0.1 0.0 0.2
0.1 0.0 0.1
0.0 0.0 0.1

2.
Density functional theory data (the ωB97M-V functional and the def2-TZVPD basis) for C21H31NOPdSTe as an isolated structure at a distorted geometry.

Multiplicity: 1
E_HOMO (alpha / beta): 0.4 / 0.4 eV
DFT total energy: -47421.6713 eV
Total charge: -2

Geometry (Å):
Pd -12.3584 6.5109 11.1661
C -13.4945 2.0041 13.0362
C -14.1218 2.4115 11.8579
C -13.9610 3.7195 11.3753
C -13.0843 4.6720 12.0006
C -12.5595 4.2214 13.2179
C -12.7195 2.9163 13.7369
H -13.7196 1.0131 13.3689
H -14.7428 1.6884 11.3525
H -14.4949 3.9298 10.4186
H -11.8486 4.8663 13.7473
H -12.2346 2.6276 14.6397
C -13.4490 5.5617 6.3928
Te -12.9870 5.9990 8.6343
C -13.4614 8.0814 8.2518
H -12.5327 5.7590 5.8428
H -14.2956 6.1692 6.0999
H -13.7066 4.5120 6.2830
H -14.1409 8.0338 7.4278
H -12.5635 8.6243 7.9545
H -13.9079 8.5370 9.1337
C -10.4613 8.3933 13.6770
N -11.2215 9.6213 13.5726
C -10.3032 10.7974 13.7037
C -12.0495 9.7297 12.3302
C -11.3366 9.4867 11.0618
C -10.6984 10.5612 10.4511
C -9.9561 10.3966 9.2862
C -9.8021 9.0723 8.8086
C -10.4034 8.0528 9.4717
C -11.3136 8.1356 10.5255
H -9.8654 8.3944 14.5990
H -9.7703 8.2454 12.8225
H -11.1084 7.5215 13.7255
H -9.8642 10.7103 14.6695
H -10.9071 11.6676 13.6263
H -9.4933 10.8450 12.9599
H -12.5106 10.6998 12.3894
H -12.8432 8.9717 12.3660
H -10.7631 11.5590 10.7859
H -9.4159 11.2230 8.7881
H -9.1653 8.8760 7.9759
H -10.1683 7.1040 9.0387
O -7.9677 1.8097 8.1085
S -8.3179 3.2398 8.5119
C -9.6636 3.1364 9.7218
C -10.8610 2.5441 8.9980
C -10.9746 3.2436 7.6002
C -9.5850 3.7939 7.2958
H -9.8623 4.1556 10.0815
H -9.2383 2.5241 10.4811
H -11.7866 2.7555 9.5433
H -10.7673 1.4731 8.8588
H -11.6834 4.0567 7.6799
H -11.3839 2.5630 6.8581
H -9.6132 4.8803 7.3922
H -9.1694 3.5367 6.2999

Force components x, y, z for each atom (eV/Å):
0.1 -0.6 0.8
-0.3 0.5 -0.3
0.3 0.9 0.3
0.2 -0.4 -0.2
-1.0 -0.1 -0.9
0.8 -0.7 0.4
-0.5 0.7 -1.1
0.3 -0.6 0.5
-0.2 -0.1 -0.3
0.6 0.2 0.7
-0.3 -0.1 0.0
0.4 -0.2 0.7
0.2 0.0 0.5
-0.5 0.2 -0.1
0.6 -0.3 0.1
-0.1 0.2 -0.3
-0.1 0.2 -0.3
-0.1 -0.2 0.1
-0.6 0.2 -0.5
-0.1 0.0 0.1
0.1 -0.2 -0.1
0.4 -0.2 -0.2
0.5 1.1 -0.2
-0.7 -1.9 -0.7
-0.3 -1.0 1.0
0.1 -0.9 -0.8
0.6 -0.7 -1.3
0.6 -0.8 -0.6
0.3 2.5 0.8
0.0 -1.1 -0.5
0.3 1.8 0.7
-0.1 0.2 0.0
-0.2 0.0 0.2
-0.2 0.0 -0.2
0.5 0.2 0.9
-0.4 1.0 0.0
-0.1 -0.1 -0.1
-0.2 0.7 -0.1
0.1 0.0 0.3
-0.3 1.0 0.9
-0.5 -0.3 0.3
0.4 -0.1 -0.6
-0.2 -0.9 -0.1
-0.1 1.0 0.4
-1.0 -1.0 -1.0
0.0 0.4 -0.6
-0.7 0.5 -0.5
0.5 -0.8 1.0
0.7 0.4 -1.0
0.0 -0.2 0.0
0.0 -0.5 1.0
0.2 -0.2 0.2
0.2 -0.2 0.1
0.2 0.2 -0.1
0.3 -0.2 -0.2
0.1 0.2 -0.1
-0.3 0.1 0.5

3.
Density functional theory data (the ωB97M-V functional and the def2-TZVPD basis) for C21H31O4Ti as an isolated structure at a distorted geometry.

Multiplicity: 3
E_HOMO (alpha / beta): -0.2 / -3.3 eV
DFT total energy: -53583.5143 eV
Energy relative to the best compared isomer or geometry (same formula, charge and spin): 0.0 kJ/mol
Expectation value of S²: 2.0069
Total charge: -1

Geometry (Å):
O 0.3930 -2.4394 -0.9524
C 1.7334 -3.0421 -0.6959
C 1.6958 -4.0525 -1.8078
H 1.7667 -3.5275 0.2908
H 2.5371 -2.2941 -0.7856
C 0.3041 -3.4210 -2.0578
H 1.6680 -5.0717 -1.4044
H 2.4685 -3.9479 -2.5750
C -0.7509 -4.4854 -1.8054
H -0.5181 -4.9856 -0.8563
H -0.7262 -5.2259 -2.6142
H -1.7427 -4.0365 -1.7796
C 0.1207 -2.6556 -3.3551
H 0.8753 -1.8712 -3.4796
H -0.8475 -2.1487 -3.2925
H 0.1232 -3.3015 -4.2452
Ti -1.0288 1.4190 0.6316
C -1.8075 3.8064 0.4953
C -0.7033 3.7567 1.3833
C 0.4453 3.3118 0.6596
H -0.6917 4.1331 2.4011
C 0.0396 3.0723 -0.6978
C -1.3522 3.3993 -0.7942
H -1.9179 3.4587 -1.7260
H -2.7849 4.2098 0.7571
H 1.4722 3.3183 1.0334
H 0.7245 2.8551 -1.5220
C -3.3869 1.4160 1.0368
C -3.1360 1.1802 -0.3571
C -2.3524 -0.0176 -0.4825
H -3.5387 1.7632 -1.1804
C -2.1267 -0.5283 0.8546
C -2.7741 0.3621 1.7725
H -2.8371 0.2432 2.8509
H -4.0006 2.2103 1.4691
H -2.0311 -0.5004 -1.4074
H -1.6407 -1.4725 1.0950
O 0.7137 0.2147 -0.0264
C 1.2506 0.2067 -1.3953
C 2.7498 0.3170 -1.2234
H 0.7414 0.9632 -1.9981
H 0.9982 -0.7750 -1.8041
C 3.0406 -0.1209 0.2253
H 3.0849 1.3522 -1.3626
H 3.2611 -0.2927 -1.9766
C 1.7081 -0.4745 0.8350
H 3.4741 0.7143 0.7895
H 3.7441 -0.9511 0.2713
H 1.6093 -0.1249 1.8660
H 1.4964 -1.5434 0.7654
C -0.5129 2.5774 4.5109
C 0.1900 1.8240 3.4275
O 1.4043 1.6600 3.3938
O -0.6172 1.3300 2.4646
H -0.8124 1.8650 5.2855
H -1.3987 3.1035 4.1298
H 0.2032 3.2647 4.9649

Force components x, y, z for each atom (eV/Å):
1.6 -2.8 -0.5
0.3 0.8 1.0
-0.3 0.4 0.0
0.0 0.4 -0.1
-0.4 -0.3 0.1
-0.3 -0.5 -0.7
-0.1 0.2 -0.5
-0.3 0.0 0.0
-0.1 0.4 -0.1
-0.3 0.1 -0.2
0.1 0.1 0.1
-0.1 -0.1 0.2
-0.3 0.0 -0.1
0.0 -0.3 0.0
0.0 0.0 -0.1
0.0 0.0 0.3
0.3 0.1 -1.2
0.8 1.3 -0.7
0.3 0.5 -1.1
-0.4 0.8 -0.6
-0.1 -0.3 -0.2
-0.1 0.9 0.4
0.3 1.0 0.2
0.1 -0.3 0.4
0.2 -0.4 -0.2
-0.5 -0.4 0.0
-0.4 0.1 0.3
-0.5 -1.0 -0.5
-0.6 -0.8 0.5
-0.6 0.0 0.4
0.2 0.0 0.2
-1.0 0.2 -0.2
-1.0 -0.7 -1.1
0.3 0.1 -0.3
0.4 -0.2 -0.2
-0.1 0.2 0.3
0.1 0.4 0.0
1.6 -0.3 -0.2
-0.7 -0.8 1.0
0.4 0.7 -0.3
0.3 0.0 0.4
0.0 0.5 0.0
0.5 0.5 0.1
0.0 -0.2 0.0
0.1 0.0 0.1
-1.2 0.4 -0.6
0.0 -0.2 -0.2
0.1 -0.1 0.1
-0.3 0.2 -0.3
-0.1 0.5 0.4
0.0 0.2 0.5
-1.3 -1.8 -3.5
0.2 0.3 0.7
3.0 0.7 5.9
-0.1 0.0 -0.1
0.3 -0.3 0.2
-0.2 0.1 0.0

4.
Density functional theory data (the ωB97M-V functional and the def2-TZVPD basis) for a 16-piece molecular cluster, C21H32B3BrCl45NO6P2 overall at a distorted geometry.

Multiplicity: 1
E_HOMO: -8.5 eV
DFT total energy: -690237.9434 eV
Total charge: 0

Geometry (Å):
C -0.4323 1.3730 7.2176
C -1.4978 1.8273 6.2314
C -2.4741 0.6999 5.8975
C -0.9802 2.4618 4.9018
C -1.5847 3.8717 4.7780
C 0.5144 2.6431 4.7792
O 1.2649 1.4179 4.7885
B 0.9917 0.5718 3.7896
O 0.7055 0.9680 2.4897
B -0.3867 0.3418 1.9664
P -1.2582 1.0143 0.3592
N -0.5085 0.0715 -0.9273
O -2.7559 0.3689 0.5593
O -0.9158 -0.7829 2.6068
B 0.0948 -1.4537 3.2768
P 0.3003 -3.3375 2.8824
O -1.1099 -3.7573 2.1311
Br 0.2481 -4.4560 4.8075
O 0.9464 -0.7842 4.0896
H -0.8701 1.0019 8.1346
H 0.3080 2.1398 7.4074
H 0.0959 0.5252 6.7898
H -2.1027 2.5726 6.7407
H -1.9573 -0.1536 5.4644
H -3.1342 1.0760 5.1200
H -3.0825 0.4374 6.7540
H -1.4244 1.9033 4.0779
H -1.5319 4.2216 3.7529
H -1.0398 4.5440 5.4354
H -2.6258 3.8621 5.0792
H 0.7370 3.2370 3.8944
H 0.8608 3.2383 5.6151
H 0.4238 0.4577 -1.0728
H -0.3526 -0.8736 -0.5797
H -3.3971 0.9246 0.0872
H -1.0444 -3.3519 1.2469
C 1.8474 3.8387 0.6676
Cl 2.9085 4.9529 -0.1915
Cl 0.4181 4.6719 1.2721
Cl 1.3906 2.4844 -0.3688
H 2.3879 3.4387 1.5154
C 3.8326 -4.8403 6.0579
Cl 4.4876 -6.2229 5.1802
Cl 3.7160 -5.1944 7.7824
Cl 4.8223 -3.4034 5.7859
H 2.8380 -4.6409 5.6830
C 0.4817 -4.4460 -1.6226
Cl 0.8919 -5.8975 -0.7219
Cl -1.1876 -4.4856 -2.1780
Cl 0.7469 -2.9998 -0.6342
H 1.1307 -4.3835 -2.4866
C -2.7585 -2.1230 -4.9563
Cl -2.1239 -1.4798 -3.4444
Cl -4.4526 -1.6766 -5.1654
Cl -1.7767 -1.5641 -6.3207
H -2.6960 -3.2028 -4.9194
C 3.5696 -8.2896 -2.7009
Cl 4.6616 -9.1767 -3.7607
Cl 4.2724 -6.7356 -2.2486
Cl 1.9967 -8.0626 -3.4715
H 3.4236 -8.8707 -1.7999
C 1.6470 0.6235 -7.3756
Cl 2.4614 -0.6811 -6.5133
Cl 2.8144 1.6366 -8.2293
Cl 0.4478 -0.0195 -8.4982
H 1.1324 1.2394 -6.6499
C -2.8745 -4.1921 7.2967
Cl -2.4986 -5.5762 8.3247
Cl -4.5366 -4.2753 6.7123
Cl -2.5845 -2.6762 8.1532
H -2.2140 -4.2219 6.4420
C -5.6059 -0.8979 -9.3154
Cl -4.1921 -0.8223 -8.2669
Cl -7.0783 -0.5571 -8.4040
Cl -5.4434 0.2184 -10.6767
H -5.6801 -1.9011 -9.7125
C 0.0929 7.9012 5.4052
Cl 0.1887 6.8279 4.0077
Cl -1.5188 7.8540 6.1181
Cl 1.3174 7.4702 6.6012
H 0.2865 8.9114 5.0713
C 7.1279 -9.7813 -0.5070
Cl 8.1743 -8.8282 -1.5577
Cl 5.7530 -8.8169 0.0441
Cl 6.5843 -11.2480 -1.3215
H 7.6985 -10.0754 0.3632
C 7.9849 -4.4593 7.8758
Cl 8.6304 -5.8442 6.9937
Cl 7.8516 -4.8204 9.5975
Cl 8.9825 -3.0279 7.6112
H 6.9931 -4.2524 7.4969
C -6.3232 2.4586 -13.6801
Cl -5.3014 3.4347 -14.7339
Cl -7.6649 3.4136 -13.0471
Cl -6.9190 1.0276 -14.5249
H -5.7226 2.1285 -12.8435
C 0.2860 3.3360 -10.6942
Cl 1.0626 4.8220 -10.1426
Cl -1.3367 3.1899 -10.0138
Cl 0.2158 3.2802 -12.4543
H 0.8766 2.4975 -10.3476
C -2.2199 6.1952 -14.7190
Cl -3.9333 6.5790 -14.8924
Cl -1.8846 5.5702 -13.1065
Cl -1.7168 5.0312 -15.9490
H -1.6506 7.1036 -14.8606
C -1.0556 8.6973 10.3670
Cl 0.0086 9.8166 9.5115
Cl -2.4631 9.5439 11.0107
Cl -1.5486 7.3750 9.3099
H -0.5050 8.2789 11.1983

Force components x, y, z for each atom (eV/Å):
0.1 -0.6 -0.7
0.0 -0.3 0.0
0.2 0.6 -0.4
-0.7 0.6 0.7
0.1 -0.4 -0.1
0.2 0.3 0.0
-0.3 0.4 -0.1
0.6 -0.2 0.7
-0.1 0.2 0.2
-1.2 -0.3 -0.6
0.1 1.3 -0.5
-0.2 -0.3 1.2
-0.1 -0.4 -0.3
1.1 0.1 -0.6
-1.3 -1.0 1.2
0.8 -0.3 -0.7
0.1 0.4 0.3
-0.4 0.3 0.0
0.4 0.1 -0.6
-0.2 0.2 0.4
0.1 0.2 0.3
0.2 -0.1 0.0
0.0 0.4 0.0
0.0 -0.3 0.2
-0.4 -0.1 -0.1
0.0 -0.4 0.2
0.4 -0.4 -0.2
0.1 0.3 -0.1
-0.1 0.3 0.0
-0.2 0.0 0.0
0.1 -0.1 -0.3
0.2 0.0 0.3
-0.3 -0.1 -0.3
-0.1 0.0 -0.4
0.3 -0.3 0.2
-0.3 -0.3 0.1
0.0 0.0 0.0
0.0 0.0 0.0
-0.1 0.0 0.0
0.5 0.4 -0.1
0.0 0.0 0.0
0.1 -0.1 0.0
0.0 0.0 0.0
0.0 0.0 0.0
0.0 0.0 0.0
0.0 0.0 0.0
-0.1 -0.2 0.0
0.0 0.1 0.1
0.0 -0.2 0.0
0.3 0.0 0.0
0.0 0.0 0.0
0.0 0.1 0.1
0.0 0.2 -0.1
0.1 -0.1 0.3
0.1 -0.1 0.1
0.0 0.0 0.0
0.0 0.1 -0.1
0.0 0.0 0.0
-0.1 0.1 -0.1
0.0 0.0 0.0
0.0 0.0 0.0
0.0 -0.1 0.0
0.0 0.0 0.0
0.0 0.0 0.0
0.0 0.0 -0.1
0.0 0.0 0.0
-0.1 0.0 0.1
0.0 0.0 0.0
0.0 0.0 0.0
0.0 0.0 0.0
0.0 0.0 -0.1
0.0 0.1 0.1
-0.1 0.1 -0.4
0.0 0.0 0.0
0.0 0.0 0.0
0.0 0.0 0.0
-0.1 -0.1 0.1
0.1 0.1 -0.1
0.0 0.1 -0.3
0.0 0.0 0.0
0.0 0.0 0.0
0.0 0.0 -0.1
0.0 0.0 0.0
0.1 -0.1 0.1
0.0 0.0 0.0
0.0 0.0 0.0
0.1 0.0 0.0
0.0 0.0 0.0
0.0 0.0 0.0
0.0 0.0 0.0
0.0 0.0 0.0
0.0 0.0 -0.1
0.0 -0.1 0.1
0.0 0.0 0.0
0.0 0.0 0.0
0.0 0.0 0.0
-0.1 0.0 -0.1
0.0 0.0 0.0
0.0 0.0 0.1
0.3 -0.3 0.1
0.0 0.0 0.0
-0.1 -0.1 0.1
0.0 0.1 -0.1
-0.2 0.3 -0.1
0.0 0.0 0.0
0.0 0.0 0.0
-0.1 0.0 -0.1
0.0 0.0 0.0
0.0 0.0 0.0
0.0 0.0 0.3
0.0 0.0 0.0